The following is a quantum chemistry calculation of a structure of composition C33H51CoNO5PSi2Te at a distorted geometry, from the OMol25 dataset.

## Properties
Electronic energy in a.u.: -4289.65219
Spin multiplicity: 5
Charge: +2
HOMO-LUMO gap (spin up / spin down) in eV: 6.74 / 6.13
LUMO (spin up / spin down) in eV: -4.708 / -7.643
⟨S²⟩: 6.07

Element x y z (Å)
Co1 -0.545 -0.577 -0.440
C1 -0.820 2.258 1.770
O1 -1.129 0.893 1.425
C2 -1.994 0.274 2.375
C3 -2.557 -0.965 1.751
O2 -1.498 -1.761 1.187
C4 -1.876 -3.146 1.078
H1 -1.729 2.859 1.777
H2 -0.147 2.646 1.016
H3 -0.349 2.304 2.754
H4 -2.811 0.951 2.632
H5 -1.441 0.031 3.288
H6 -3.271 -0.700 0.968
H7 -3.072 -1.543 2.516
H8 -2.102 -3.531 2.074
H9 -1.037 -3.682 0.651
H10 -2.746 -3.258 0.432
O3 1.400 -1.142 -0.972
C5 0.981 -0.149 -1.587
C6 0.951 0.463 -2.890
C7 2.032 0.495 -3.776
C8 1.910 1.201 -4.960
C9 0.725 1.858 -5.274
C10 -0.348 1.830 -4.386
C11 -0.236 1.151 -3.184
P1 -1.482 1.029 -1.842
C12 -3.092 0.701 -2.623
C13 -3.686 1.649 -3.462
C14 -4.872 1.352 -4.120
C15 -5.491 0.122 -3.925
C16 -4.936 -0.804 -3.053
C17 -3.738 -0.517 -2.406
C18 -1.653 2.727 -1.222
C19 -0.617 3.650 -1.354
C20 -0.759 4.936 -0.839
C21 -1.931 5.302 -0.190
C22 -2.967 4.383 -0.052
C23 -2.829 3.098 -0.562
H11 2.946 -0.041 -3.536
H12 2.741 1.231 -5.657
H13 0.634 2.395 -6.211
H14 -1.265 2.346 -4.644
H15 -3.244 2.634 -3.576
H16 -5.320 2.086 -4.782
H17 -6.418 -0.104 -4.440
H18 -5.443 -1.747 -2.869
H19 -3.310 -1.231 -1.709
H20 0.297 3.370 -1.871
H21 0.045 5.656 -0.958
H22 -2.045 6.309 0.197
H23 -3.889 4.671 0.445
H24 -3.644 2.387 -0.467
C24 1.832 -1.451 6.842
Si1 1.777 -1.970 5.074
C25 0.191 -2.856 4.639
C26 3.219 -3.023 4.571
C27 1.782 -0.387 3.994
Te1 1.682 -0.823 1.922
C28 2.666 0.907 1.299
Si2 4.563 0.667 1.124
C29 5.211 -0.112 2.676
C30 5.216 2.377 0.884
C31 4.823 -0.416 -0.353
H25 1.798 -2.335 7.494
H26 0.983 -0.808 7.102
H27 2.757 -0.907 7.067
H28 0.168 -3.861 5.078
H29 0.100 -2.974 3.552
H30 -0.692 -2.312 5.003
H31 3.164 -3.996 5.072
H32 4.175 -2.564 4.848
H33 3.229 -3.212 3.492
H34 2.688 0.211 4.136
H35 0.918 0.239 4.255
H36 2.457 1.692 2.030
H37 2.274 1.190 0.314
H38 5.075 0.540 3.547
H39 6.289 -0.293 2.571
H40 4.737 -1.082 2.884
H41 5.015 3.008 1.756
H42 4.781 2.856 0.000
H43 6.306 2.344 0.742
H44 4.243 -1.344 -0.289
H45 5.882 -0.687 -0.442
H46 4.537 0.108 -1.274
N1 -1.860 -4.085 -4.669
C32 -1.859 -3.962 -3.213
C33 -1.226 -2.648 -2.769
O4 -0.773 -1.895 -3.732
O5 -1.147 -2.314 -1.590
H47 -1.386 -4.913 -4.996
H48 -0.976 -2.422 -4.545
H49 -2.790 -4.079 -5.063
H50 -1.292 -4.760 -2.741
H51 -2.858 -3.994 -2.790